## A
Entry from OMol25: 2 unconnected molecules or ions with the total composition C4H10NPS (ωB97M-V/def2-TZVPD).

The geometry in XYZ format:
```
17
Properties=species:S:1:pos:R:3
C -0.8681 0.3130 -0.1813
C -1.4842 1.6843 0.2662
C -1.8783 -0.7710 -0.5485
C 3.1801 -0.9595 1.1246
N 0.3795 0.2829 -0.3453
P 1.7417 -0.9268 2.2949
S 1.7908 0.5934 3.4955
H -1.3447 1.8663 1.3781
H -2.5374 1.6358 0.0362
H -0.9988 2.4585 -0.3182
H -1.5727 -1.0057 -1.5714
H -2.8940 -0.3659 -0.4022
H -1.6260 -1.7153 -0.0356
H 4.1196 -0.5832 1.6230
H 3.4589 -1.9358 0.8020
H 2.9301 -0.2560 0.3427
H 0.6082 -0.7420 -0.4867
```

Computed properties:
- Structure (SMILES): CC(C)=N.CP=S
- Highest occupied orbital energy: -8.413 eV

***

## B
Entry from OMol25: a single C4H10NPS molecule (ωB97M-V/def2-TZVPD).

The geometry in XYZ format:
```
17
Properties=species:S:1:pos:R:3
C 1.0020 -0.6333 1.1868
C 2.4067 -0.2924 0.6550
C -2.3847 1.5370 0.0781
C -0.3722 -1.1636 -1.4796
N -1.2740 0.7678 0.6409
P -0.1177 0.0584 -0.0930
S 1.9978 0.9823 -0.6304
H 1.0218 -1.6390 1.3609
H 0.7894 0.0619 2.0133
H 3.0978 0.2401 1.2936
H 2.9790 -0.9992 0.1959
H -2.7938 0.9712 -0.7916
H -2.0034 2.4930 -0.1572
H -3.2336 1.7592 0.8069
H -1.3191 -1.4172 -1.3259
H -0.0920 -0.7694 -2.4149
H 0.2960 -1.9568 -1.3387
```

Computed properties:
- Structure (SMILES): CN=[P@]1(C)CCS1
- Highest occupied orbital energy: -8.412 eV

***

Result of the stability comparison: B is the least stable of them.